Entry 1:
71
Properties=species:S:1:pos:R:3:lowdin_charge:R:1 method="wB97M-V/def2-TZVPD" total_charge=+2 largest_force_ev_per_a=3.30 total_energy_ev=-60095.817 gap_ev=6.7 e_lumo_ev=-7.6450
Pd -1.023 -0.737 -1.284 1.040
O -4.499 0.114 -2.760 0.190
C -3.491 -0.470 -2.519 -0.498
O -2.878 -0.366 -1.316 -0.159
C -2.786 -1.427 -3.400 -0.168
C -3.337 -1.948 -4.549 0.053
C -2.603 -2.880 -5.266 0.009
C -1.354 -3.247 -4.799 0.004
C -0.849 -2.669 -3.646 -0.057
N -1.562 -1.768 -2.961 0.009
H -4.321 -1.612 -4.845 0.144
H -2.999 -3.310 -6.176 0.133
H -0.753 -3.981 -5.317 0.130
H 0.130 -2.919 -3.292 0.080
O 2.110 -2.955 -2.988 0.203
C 2.134 -2.316 -1.996 -0.373
O 1.102 -1.292 -1.835 -0.227
C 3.080 -2.375 -0.906 -0.148
C 4.240 -3.135 -0.898 0.049
C 5.014 -3.107 0.251 -0.005
C 4.605 -2.368 1.363 -0.008
C 3.424 -1.638 1.344 -0.027
C 2.679 -1.634 0.168 -0.226
P 1.225 -0.637 -0.151 1.102
C 1.848 0.967 -0.665 -0.291
C 2.850 1.550 0.113 -0.071
C 3.448 2.729 -0.307 -0.044
C 3.069 3.309 -1.507 -0.034
C 2.082 2.720 -2.289 -0.042
C 1.457 1.562 -1.865 -0.090
C 0.441 -0.797 1.445 -0.339
C 0.616 0.217 2.387 -0.073
C 0.152 0.000 3.676 -0.044
C -0.498 -1.184 4.003 -0.033
C -0.710 -2.165 3.043 -0.049
C -0.253 -1.970 1.751 -0.080
H 4.518 -3.725 -1.761 0.142
H 5.936 -3.670 0.289 0.129
H 5.214 -2.370 2.258 0.127
H 3.104 -1.091 2.221 0.117
H 3.193 1.079 1.025 0.104
H 4.224 3.180 0.297 0.122
H 3.551 4.218 -1.844 0.124
H 1.797 3.168 -3.232 0.125
H 0.681 1.127 -2.478 0.105
H 1.126 1.137 2.133 0.113
H 0.317 0.757 4.432 0.124
H -0.843 -1.340 5.017 0.127
H -1.220 -3.083 3.305 0.129
H -0.397 -2.745 1.007 0.121
C -0.375 3.588 0.179 0.000
N -1.167 2.824 1.135 -0.058
C -1.533 3.531 2.364 -0.131
C -2.946 3.172 2.753 -0.131
C -3.013 1.673 2.891 -0.132
N -2.466 0.993 1.706 -0.030
C -3.041 -0.331 1.527 -0.026
C -1.584 1.571 0.870 -0.413
O -1.107 1.015 -0.189 -0.156
H -0.869 4.539 -0.016 0.108
H -0.287 3.038 -0.744 0.068
H 0.624 3.790 0.575 0.099
H -1.434 4.598 2.175 0.131
H -0.835 3.268 3.165 0.129
H -3.640 3.508 1.981 0.135
H -3.220 3.648 3.693 0.133
H -4.043 1.339 3.009 0.135
H -2.458 1.342 3.775 0.124
H -4.093 -0.247 1.252 0.115
H -2.966 -0.878 2.465 0.091
H -2.538 -0.884 0.755 0.040



Entry 2:
49
Properties=species:S:1:pos:R:3:lowdin_charge:R:1 method="wB97M-V/def2-TZVPD" total_charge=+1 largest_force_ev_per_a=2.29 total_energy_ev=-41512.550 gap_ev=11.0 e_lumo_ev=-2.3029
K -10.314 -3.217 -23.568 0.844
C -7.352 -4.504 -22.702 -0.154
O -7.558 -3.464 -23.608 -0.179
H -6.340 -4.376 -22.353 0.098
H -7.485 -5.468 -23.152 0.074
H -8.052 -4.439 -21.892 0.070
H -6.725 -3.455 -24.143 0.127
C -11.204 -2.878 -26.729 -0.153
O -10.360 -2.066 -25.982 -0.174
H -12.225 -2.591 -26.572 0.082
H -11.068 -3.944 -26.485 0.074
H -10.946 -2.779 -27.753 0.082
H -10.591 -1.156 -26.114 0.081
C -13.118 -5.017 -24.510 -0.118
O -13.103 -3.603 -24.379 -0.181
H -14.136 -5.399 -24.325 0.101
H -12.367 -5.460 -23.806 0.058
H -12.737 -5.238 -25.529 0.093
H -13.652 -3.236 -23.674 0.078
C -8.648 -5.725 -25.949 -0.125
O -9.720 -5.711 -25.034 -0.137
H -7.800 -5.096 -25.621 0.081
H -8.935 -5.265 -26.828 0.059
H -8.236 -6.685 -26.191 0.089
H -9.392 -6.088 -24.225 0.034
C -10.937 -6.981 -22.065 -0.106
O -10.404 -5.674 -22.251 -0.212
H -10.370 -7.560 -21.353 0.097
H -10.986 -7.390 -23.027 0.066
H -12.003 -6.938 -21.724 0.096
H -10.055 -5.456 -21.377 0.088
C -12.603 -0.700 -23.500 -0.176
O -12.398 -1.261 -22.252 -0.117
H -13.626 -0.797 -23.735 0.077
H -11.965 -1.187 -24.259 0.058
H -12.431 0.386 -23.500 0.095
H -12.981 -0.874 -21.602 0.099
C -9.457 0.513 -23.351 -0.158
O -8.885 -0.715 -23.694 -0.146
H -8.751 1.292 -23.232 0.081
H -10.058 0.552 -22.456 0.080
H -10.125 0.784 -24.131 0.068
H -8.067 -0.737 -23.168 0.096
C -12.988 -4.178 -21.001 -0.180
O -12.380 -4.465 -19.777 -0.072
H -13.679 -4.931 -21.328 0.089
H -12.283 -4.010 -21.782 0.019
H -13.602 -3.314 -20.872 0.076
H -12.568 -5.377 -19.579 0.076



Entry 3:
15
Properties=species:S:1:pos:R:3:lowdin_charge:R:1 method="wB97M-V/def2-TZVPD" largest_force_ev_per_a=4.57 total_energy_ev=-6003.475 gap_ev=9.4 e_lumo_ev=0.3737
B 2.402 -0.716 -0.528 -0.139
C -2.960 -0.141 0.365 0.004
C -1.831 0.240 -0.226 -0.249
C -0.518 -0.111 0.111 -0.183
C 0.510 0.612 -0.376 0.006
C 2.135 0.273 0.620 -0.086
H 2.236 -1.845 -0.237 0.022
H 2.545 -0.288 -1.628 0.024
H -3.878 0.423 -0.091 0.089
H -3.169 -0.861 1.145 0.054
H -1.997 0.969 -1.086 0.129
H -0.340 -0.950 0.826 0.135
H 0.402 1.298 -1.184 0.081
H 2.689 1.230 0.752 0.075
H 1.774 -0.131 1.536 0.040